This record from the Open Molecules 2025 dataset describes C40H46N6O3PPtS as an isolated structure in a non-equilibrium geometry. The level of theory is ωB97M-V/def2-TZVPD.

The geometry in XYZ format:
```
98
Properties=species:S:1:pos:R:3:lowdin_charge:R:1
Pt -1.55532 1.31199 0.41666 0.890
C 2.59370 1.42935 1.82245 -0.038
C 1.67215 2.68414 1.85577 -0.352
C 1.44120 3.24675 0.48265 -0.087
C 0.32035 2.41172 2.58575 -0.248
C 0.48942 2.08159 4.05024 -0.057
O -0.00743 0.73705 4.27561 0.061
C -0.67403 0.37945 3.20217 -0.275
N -0.61255 1.26800 2.23019 -0.057
C -1.17397 -1.01840 3.11759 -0.106
C -0.95099 -1.90617 4.18813 -0.002
C -1.48151 -3.17740 4.36373 -0.016
C -2.37314 -3.64869 3.38110 -0.024
C -2.59188 -2.84664 2.26809 -0.035
C -1.88602 -1.62335 2.04115 -0.306
P -1.74124 -0.95353 0.43282 0.898
C -0.45725 -2.01805 -0.31920 -0.322
C -0.26989 -1.98784 -1.68640 -0.117
C 0.73983 -2.75553 -2.28407 -0.061
C 1.74406 -3.36797 -1.53067 -0.028
C 1.61475 -3.30524 -0.13643 -0.061
C 0.49239 -2.71784 0.43079 -0.060
C -3.31984 -1.45899 -0.30249 -0.420
C -3.47527 -2.54523 -1.19921 -0.090
C -4.68158 -2.81990 -1.84418 -0.071
C -5.86698 -2.18018 -1.44502 -0.041
C -5.72933 -1.11771 -0.50547 -0.051
C -4.48335 -0.73520 0.02880 -0.126
H 3.46680 1.64110 1.18581 0.098
H 2.08794 0.50315 1.42490 0.082
H 2.92724 1.11449 2.80919 0.077
H 2.14125 3.47794 2.47531 0.153
H 0.65310 3.97967 0.39316 0.053
H 1.22622 2.50192 -0.29845 0.051
H 2.36299 3.74599 0.13577 0.101
H -0.26547 3.37195 2.50037 0.127
H -0.00484 2.73969 4.71838 0.124
H 1.54666 2.07882 4.33866 0.140
H -0.30598 -1.48373 4.97211 0.132
H -1.25662 -3.73908 5.25120 0.114
H -2.83954 -4.56599 3.37483 0.090
H -3.24365 -3.28664 1.49997 0.119
H -0.99263 -1.43321 -2.26892 0.066
H 0.77331 -2.86720 -3.36198 0.096
H 2.64070 -3.83853 -1.96461 0.130
H 2.31261 -3.83454 0.55706 0.141
H 0.29966 -2.94597 1.50774 0.126
H -2.60431 -3.16073 -1.40673 0.103
H -4.67756 -3.64721 -2.53717 0.104
H -6.80780 -2.44309 -1.85574 0.094
H -6.59542 -0.54681 -0.21704 0.100
H -4.45824 0.09945 0.70044 0.086
N -1.76736 6.53260 -0.25658 0.142
C -1.94456 5.47906 0.61691 -0.358
C -2.07727 4.16756 0.07891 -0.078
N -2.29702 3.13409 0.88511 -0.158
C -2.79608 3.40100 2.12164 -0.131
C -2.62633 4.66390 2.61938 -0.115
N -2.19541 5.69448 1.89588 0.145
H -1.37740 6.29794 -1.18295 0.114
H -1.43437 7.43020 0.11764 0.124
H -1.75684 4.02059 -0.95842 0.102
H -3.04283 2.56173 2.81731 0.132
H -2.83404 4.87770 3.67323 0.128
O 3.03405 -1.65266 1.93039 -0.042
C 3.83882 -1.65422 0.99843 -0.749
O 3.67299 -1.30188 -0.18717 -0.050
C 5.20637 -2.13284 1.27851 -0.152
C 5.66286 -2.29304 2.59683 -0.037
C 6.96897 -2.65194 2.82085 -0.111
C 7.80365 -3.12662 1.80694 -0.109
C 7.35881 -3.02767 0.50675 -0.100
C 6.09218 -2.45993 0.24190 -0.026
H 4.98216 -2.19086 3.45307 0.115
H 7.32556 -2.71408 3.83129 0.089
H 8.76336 -3.60812 2.09460 0.110
H 7.97220 -3.37707 -0.31669 0.093
H 5.77463 -2.27447 -0.81610 0.119
C 1.77627 2.31101 -3.16037 -0.071
C 0.26715 2.38502 -2.91890 -0.263
N -0.39576 1.38819 -3.72512 0.025
C -1.58367 0.86728 -3.50307 -0.665
S -2.50378 1.13270 -1.97337 0.601
N -2.18257 -0.02098 -4.31648 0.002
C -1.50538 -0.69280 -5.44813 -0.211
C -2.41038 -0.81985 -6.68077 -0.070
H 2.22809 3.18823 -2.66793 0.081
H 2.08990 2.37477 -4.19966 0.078
H 2.24490 1.42304 -2.66200 0.106
H -0.04569 3.36642 -3.26483 0.123
H 0.07644 2.19507 -1.87927 0.032
H 0.24699 0.98217 -4.42391 0.148
H -3.03808 -0.41855 -4.02751 0.106
H -1.18624 -1.70578 -5.06830 0.131
H -0.59363 -0.13999 -5.68186 0.102
H -3.19499 -1.52231 -6.50932 0.060
H -1.83138 -1.10269 -7.55290 0.077
H -2.92799 0.18597 -6.85880 0.109
```

## Properties
ΔE to the lowest compared entry with this formula, charge and spin   1.397 eV
HOMO energy (alpha / beta)   -9.116 / -9.071 eV
Total charge   +1
Multiplicity   3
Gap between HOMO and LUMO (alpha / beta)   5.70 / 3.12 eV

***

This record from the Open Molecules 2025 dataset describes C40H46P2PtSi as an isolated structure in a non-equilibrium geometry. The level of theory is ωB97M-V/def2-TZVPD.

The geometry in XYZ format:
```
90
Properties=species:S:1:pos:R:3:lowdin_charge:R:1
Pt -1.92286 1.13948 -3.05292 1.320
C -2.82928 0.75638 -4.84243 -0.347
C -1.74141 -0.17319 -4.60672 -0.315
C -0.43044 -0.05240 -5.38594 -0.194
C 0.45011 1.10717 -4.91369 -0.201
C -0.13883 1.84029 -3.73166 -0.382
C -1.17568 2.82309 -3.94893 -0.326
C -1.79016 3.05579 -5.31151 -0.195
C -2.67972 1.89543 -5.82899 -0.183
C 1.83563 -0.23011 -0.51966 -0.161
H -3.85613 0.40859 -4.69838 0.079
H -1.98481 -1.19816 -4.30612 0.063
H -0.61311 0.04055 -6.46867 0.107
H 0.07996 -1.01263 -5.22158 0.055
H 1.43698 0.74245 -4.62492 0.061
H 0.62499 1.81151 -5.73137 0.103
H 0.54783 2.05107 -2.90443 0.063
H -1.09137 3.73041 -3.33928 0.099
H -1.02095 3.28666 -6.05714 0.097
H -2.40135 3.96693 -5.24372 0.104
H -3.67762 2.30131 -6.05748 0.108
H -2.28022 1.51000 -6.77646 0.097
H 0.81910 0.10534 -0.73364 0.001
H 2.39466 0.56314 -0.00637 0.075
H 1.79318 -1.10696 0.13882 0.075
P -0.33188 -3.58953 -3.49405 1.024
P 2.67326 -0.66878 -2.02852 1.011
C 0.81316 -2.59219 -2.60294 -0.418
C 1.63511 -1.59429 -3.13359 -0.232
C -1.89792 -3.29887 -2.68757 -0.478
C -2.87235 -4.17866 -3.27442 -0.158
C -3.91494 -4.64208 -2.50722 -0.095
C -4.19114 -4.02593 -1.27321 -0.069
C -3.45477 -2.90256 -0.86807 -0.071
C -2.32796 -2.50291 -1.59112 -0.070
C -3.92012 1.47980 -2.35304 -0.308
C -4.14194 2.72397 -1.79798 -0.146
C -5.38410 3.00301 -1.20327 -0.112
C -6.43280 2.08260 -1.32730 -0.128
C -6.20747 0.85830 -1.96506 -0.110
C -4.92431 0.52688 -2.44222 -0.148
C 4.07307 -1.66162 -1.42942 -0.289
C 3.84320 -2.95151 -0.92116 -0.077
C 4.89467 -3.69754 -0.37936 -0.065
C 6.18676 -3.15494 -0.35196 -0.071
C 6.42040 -1.85915 -0.83116 -0.066
C 5.36334 -1.11088 -1.36242 -0.072
C 3.38111 0.77418 -2.83918 -0.332
C 3.12320 2.05807 -2.32912 -0.078
C 3.61053 3.18676 -2.98773 -0.052
C 4.39163 3.04522 -4.13958 -0.056
C 4.71830 1.76960 -4.60834 -0.065
C 4.25004 0.63726 -3.94093 -0.091
H 0.91240 -2.95017 -1.56624 0.056
H 1.78397 -1.44310 -4.21760 0.079
H -2.73751 -4.53515 -4.29860 0.091
H -4.52233 -5.47929 -2.86526 0.108
H -4.99562 -4.40792 -0.64574 0.104
H -3.77034 -2.32643 0.00922 0.101
H -1.84331 -1.55394 -1.33624 0.067
H -3.33961 3.46090 -1.80589 0.081
H -5.53317 3.95134 -0.68209 0.092
H -7.41928 2.31973 -0.91568 0.091
H -7.03048 0.15851 -2.11123 0.089
H -4.71864 -0.43412 -2.90508 0.081
H 2.83636 -3.36503 -0.94230 0.089
H 4.69729 -4.69995 0.01468 0.113
H 7.01155 -3.75190 0.04397 0.109
H 7.42858 -1.43395 -0.79604 0.111
H 5.55018 -0.09527 -1.71598 0.104
H 2.55790 2.17449 -1.40454 0.106
H 3.37689 4.17810 -2.59862 0.116
H 4.76454 3.93117 -4.65622 0.112
H 5.36092 1.65389 -5.48538 0.113
H 4.55271 -0.35655 -4.27474 0.119
C -3.50743 1.22085 1.97170 -0.177
Si -1.77556 0.52132 1.79610 0.409
C -0.59569 1.49200 2.87342 -0.196
C -1.74831 -1.30093 2.24513 -0.190
C -1.23495 0.69389 0.03867 -0.238
C -1.31462 0.91887 -1.18257 -0.326
H -4.03607 0.76925 2.81990 0.027
H -4.09772 1.04507 1.06287 0.024
H -3.47246 2.30552 2.13545 0.030
H -0.52560 1.08987 3.89140 0.025
H 0.40060 1.45794 2.41608 0.014
H -0.90188 2.54342 2.94402 0.029
H -2.66200 -1.82665 1.94086 0.012
H -0.90607 -1.78904 1.73923 0.018
H -1.62344 -1.45449 3.32470 0.026
```

## Properties
ΔE to the lowest compared entry with this formula, charge and spin   0.000 eV
HOMO energy (alpha / beta)   -5.235 / -6.410 eV
Total charge   0
Multiplicity   3
Gap between HOMO and LUMO (alpha / beta)   4.42 / 4.73 eV

***

This record from the Open Molecules 2025 dataset describes C40H47BBrF4O6PS3SbW as an isolated structure in a non-equilibrium geometry. The level of theory is ωB97M-V/def2-TZVPD.

The geometry in XYZ format:
```
105
Properties=species:S:1:pos:R:3:lowdin_charge:R:1
W 0.37307 0.60969 -0.96152 1.446
O 0.76209 3.91486 1.87719 0.118
C 0.11013 3.03828 1.37317 -0.553
O 0.65765 2.10676 0.58208 -0.302
C -1.36281 2.82234 1.67607 -0.052
C -1.56412 1.36019 2.12775 -0.248
C -2.94832 1.18809 2.74165 -0.070
C -3.84438 1.25134 1.47740 -0.064
C -2.81331 1.41430 0.37079 -0.242
O -1.67703 0.66213 0.88121 -0.189
C -2.23273 2.84184 0.35171 -0.047
C -1.24985 3.05281 -0.75769 -0.447
O -0.71834 4.06940 -1.02561 0.207
O -0.91589 1.84308 -1.39661 -0.299
H -1.69452 3.54162 2.41748 0.165
H -0.74572 0.94252 2.70500 0.143
H -3.16495 1.97200 3.46682 0.123
H -3.02733 0.22338 3.23867 0.118
H -4.55165 2.08059 1.49091 0.128
H -4.39952 0.32627 1.33268 0.112
H -3.12206 1.04147 -0.60058 0.102
H -2.97212 3.63656 0.30129 0.175
S -2.78546 0.29368 -3.28962 0.374
P -2.52064 -1.34146 -2.26853 0.237
S -0.89724 -1.48498 -0.88789 0.433
C -2.24823 -2.76304 -3.33956 -0.393
C -3.35488 -3.38304 -3.91992 -0.076
C -3.16529 -4.35349 -4.89155 -0.068
C -1.87878 -4.69676 -5.28928 -0.071
C -0.77917 -4.08917 -4.70052 -0.067
C -0.95963 -3.11861 -3.72466 -0.100
C -3.95026 -1.72551 -1.22975 -0.405
C -3.86619 -2.70955 -0.24274 -0.094
C -4.98456 -3.03184 0.51017 -0.069
C -6.18941 -2.37623 0.27917 -0.071
C -6.27134 -1.39082 -0.69447 -0.069
C -5.15223 -1.06227 -1.45118 -0.112
H -4.35706 -3.10475 -3.61508 0.110
H -4.02076 -4.83894 -5.34276 0.109
H -1.73503 -5.44224 -6.06128 0.108
H 0.22239 -4.36788 -5.00324 0.109
H -0.10187 -2.64276 -3.26274 0.054
H -2.92445 -3.21564 -0.06301 0.056
H -4.92221 -3.79747 1.27397 0.104
H -7.06691 -2.63766 0.85806 0.109
H -7.20937 -0.87928 -0.86895 0.110
H -5.20282 -0.29696 -2.21576 0.071
Br 2.25013 -1.29807 -1.64310 0.251
O 1.02316 -0.19623 0.78406 -0.806
S 2.34000 -0.71289 1.43869 0.999
C 2.91452 0.64277 2.54801 -0.228
C 2.42744 0.68346 3.96808 -0.284
C 1.40282 1.53982 4.35214 -0.027
C 0.98037 1.57852 5.67702 -0.052
C 1.59071 0.77335 6.62732 -0.064
C 2.63887 -0.06153 6.25540 -0.059
C 3.05367 -0.10314 4.93529 -0.057
C 1.73124 -1.92789 2.61744 -0.247
C 0.76265 -2.89006 1.98383 -0.293
C 1.16183 -3.72713 0.94593 -0.076
C 0.26225 -4.62227 0.38954 -0.069
C -1.03599 -4.69681 0.88236 -0.091
C -1.43536 -3.86223 1.91732 -0.089
C -0.54040 -2.95082 2.45994 -0.036
H 2.64670 1.54481 1.99545 0.084
H 3.99890 0.50732 2.51537 0.103
H 0.97048 2.22269 3.63102 0.096
H 0.18801 2.25837 5.96514 0.113
H 1.26734 0.80906 7.65994 0.111
H 3.14124 -0.66758 6.99838 0.113
H 3.88747 -0.74097 4.65469 0.122
H 1.28968 -1.39407 3.45426 0.093
H 2.64480 -2.44109 2.93492 0.121
H 2.17776 -3.67870 0.56511 0.107
H 0.57394 -5.26065 -0.42800 0.116
H -1.73440 -5.40739 0.45682 0.115
H -2.44521 -3.91787 2.30565 0.106
H -0.85098 -2.29964 3.27026 0.120
C 5.25518 0.14775 -0.66663 -0.193
C 4.65052 1.53781 -0.52231 -0.380
Sb 2.74311 1.92732 -1.40245 1.465
C 3.37681 1.51120 -3.38553 -0.409
C 4.42134 2.49519 -3.91796 -0.156
C 2.78254 4.04349 -1.28270 -0.353
C 3.35674 4.56357 0.03469 -0.155
H 6.28216 0.17025 -0.29007 0.083
H 5.29344 -0.17365 -1.70723 0.060
H 4.70753 -0.61119 -0.11532 0.009
H 5.25179 2.27256 -1.06316 0.057
H 4.61940 1.85613 0.51935 0.040
H 2.49290 1.50227 -4.01622 0.040
H 3.76035 0.49623 -3.35300 0.016
H 4.00642 3.49394 -4.06353 0.065
H 4.78559 2.14722 -4.88626 0.081
H 5.29092 2.58565 -3.26085 0.063
H 1.76187 4.38373 -1.43303 0.044
H 3.39029 4.34783 -2.13376 0.053
H 2.74629 4.26597 0.88331 0.043
H 3.36538 5.65594 0.01073 0.085
H 4.38472 4.23271 0.19471 0.061
F 0.05955 2.06208 -5.41862 0.280
B -0.25948 2.86887 -4.42571 -0.887
F 0.59153 3.01394 -3.41443 0.206
F -1.37101 3.57673 -4.43301 0.280
F 0.39360 0.44048 -2.79805 -0.505
```

## Properties
ΔE to the lowest compared entry with this formula, charge and spin   1.679 eV
HOMO energy   -10.580 eV
Total charge   +1
Gap between HOMO and LUMO   5.91 eV

***

- What is the ΔE to the lowest compared entry with this formula, charge and spin in the third record?
  1.679 eV